Record 1
The following is a quantum chemistry calculation of a single C7H7F molecule in a non-equilibrium geometry, from OMol25.

M (g mol⁻¹): 110.13
Frontier orbital gap (eV): 11.00
Structure (SMILES): C#C[C@@H]1C=C[C@H](F)C1
E_tot (Ha): -370.63643
Energy relative to the best compared isomer or geometry (same formula, charge and spin) (kJ/mol): 383.15

```
! wB97M-V def2-TZVPD RIJCOSX def2/J DEFGRID3
* xyz 0 1
C -2.88561 -0.55325 -0.58695
C -1.96560 -0.21316 0.06993
C -0.61306 0.05157 0.54846
C -0.12364 1.35646 -0.11454
C 1.18288 1.23932 -0.30425
C 1.71129 -0.18316 0.21366
F 2.87540 -0.70709 -0.56637
C 0.39875 -1.10405 0.06228
H -3.89605 -0.60567 -1.09982
H -0.33717 0.17790 1.71595
H -1.00794 2.11012 -0.43823
H 1.97246 1.99717 -0.53784
H 2.12339 -0.18494 1.17342
H -0.00329 -1.39195 -0.97179
H 0.56820 -1.98928 0.83610
*
```

Löwdin population analysis, charges in e, atoms 1 to 2:
1. C 0.098
2. C -0.163



Record 2
The following is a quantum chemistry calculation of a molecular structure, H18O9 in a non-equilibrium geometry, from OMol25.

M (g mol⁻¹): 162.13
Frontier orbital gap (eV): 7.91
E_tot (Ha): -687.74790
Energy relative to the best compared isomer or geometry (same formula, charge and spin) (kJ/mol): 729.62

```
! wB97M-V def2-TZVPD RIJCOSX def2/J DEFGRID3
* xyz 0 1
H -0.05983 -0.75033 0.04014
H 0.75557 0.13393 -0.88897
H -0.90534 -0.75617 3.92525
H 0.39256 -1.49220 4.21465
H -0.50278 3.84735 -1.94879
H 0.36351 3.47667 -0.75625
H 2.75275 -2.19143 1.33204
H 1.54091 -1.79965 0.50258
H -2.99900 -3.53514 -2.06023
H -2.04715 -2.45049 -1.58320
H 2.51762 -2.65842 -1.83758
H 1.53564 -1.70129 -2.49305
H 0.05845 1.69748 -1.70035
H -1.38994 1.35717 -1.38988
H 3.38192 1.05654 1.32661
H 3.09490 2.32876 2.10707
H -3.71251 1.32067 1.36876
H -5.00959 1.97924 0.92840
O -0.06844 0.11244 -0.38944
O -0.37558 -1.50631 3.63262
O 0.41525 3.70762 -1.69058
O 2.50193 -1.86111 0.46200
O -2.93894 -2.79117 -1.45039
O 2.20844 -2.35964 -2.70020
O -0.55602 1.58891 -0.96576
O 3.47816 2.01445 1.28044
O -4.43249 1.23211 0.73412
*
```

Löwdin population analysis, charges in e, atoms 1 to 2:
1. H 0.032
2. H 0.072



Record 3
The following is a quantum chemistry calculation of 4 unconnected molecules or ions with the total composition H8O4 in a non-equilibrium geometry, from OMol25.

M (g mol⁻¹): 72.06
Frontier orbital gap (eV): 11.91
Structure (SMILES): O.O.O.O
E_tot (Ha): -305.72241
Energy relative to the best compared isomer or geometry (same formula, charge and spin) (kJ/mol): 149.13

```
! wB97M-V def2-TZVPD RIJCOSX def2/J DEFGRID3
* xyz 0 1
O -0.10273 0.09297 -0.04671
H -0.86199 0.53435 0.29625
H 0.46667 0.07411 0.80027
O -2.00737 3.28903 -0.28661
H -2.49802 3.81413 -1.00143
H -1.91008 3.84710 0.49068
O 5.38123 -0.52927 -0.31126
H 5.25478 0.31802 0.20288
H 4.49622 -0.90471 -0.29012
O -2.72577 -3.43844 -0.36055
H -3.17090 -4.15615 0.05048
H -2.32203 -2.94115 0.45611
*
```

Löwdin population analysis, charges in e, atoms 1 to 2:
1. O -0.081
2. H -0.006



Record 4
The following is a quantum chemistry calculation of a single C13H12ClNO5 molecule, from OMol25.

M (g mol⁻¹): 297.69
Frontier orbital gap (eV): 10.18
Structure (SMILES): O=C(CNC(=O)c1ccccc1Cl)O[C@@H]1CCOC1=O
E_tot (Ha): -1393.78282
Energy relative to the best compared isomer or geometry (same formula, charge and spin) (kJ/mol): 0.00

```
! wB97M-V def2-TZVPD RIJCOSX def2/J DEFGRID3
* xyz 0 1
O -1.57578 -0.43202 -0.41915
C -1.64346 0.76419 -0.32278
C -0.49977 1.71677 -0.60394
N 0.74056 1.00274 -0.74846
C 1.78720 1.25142 0.07644
O 1.80402 2.18692 0.85020
C 2.96887 0.35039 -0.10689
C 4.22009 0.95566 -0.19235
C 5.36795 0.20244 -0.34659
C 5.28091 -1.17914 -0.39759
C 4.05065 -1.80143 -0.28487
C 2.90032 -1.04047 -0.14165
Cl 1.38652 -1.87172 0.04341
O -2.74839 1.42368 0.03107
C -3.91813 0.63788 0.24606
C -3.90286 -0.20964 1.51820
C -3.89622 -1.65973 1.00370
O -4.23691 -1.61811 -0.37371
C -4.11827 -0.40234 -0.88675
O -4.20870 -0.13923 -2.04771
H -0.74430 2.27487 -1.51616
H -0.38639 2.42977 0.21887
H 0.70218 0.13921 -1.27047
H 4.26730 2.03236 -0.13323
H 6.32778 0.68983 -0.42021
H 6.17166 -1.77737 -0.51436
H 3.97517 -2.87728 -0.30392
H -4.73297 1.36532 0.21737
H -4.78886 -0.01223 2.11891
H -3.01990 0.00357 2.11779
H -2.90259 -2.11174 1.08197
H -4.62765 -2.29456 1.50678
*
```

Löwdin population analysis, charges in e, atoms 1 to 2:
1. O 0.130
2. C -0.435



Record 5
The following is a quantum chemistry calculation of a single C16H17BFNO3 molecule in a non-equilibrium geometry, from OMol25.

M (g mol⁻¹): 301.13
Frontier orbital gap (eV): 9.10
Structure (SMILES): Cc1c(Oc2ccc([C@@H](C)N)cc2F)ccc2c1B(O)OC2
E_tot (Ha): -1025.17639
Energy relative to the best compared isomer or geometry (same formula, charge and spin) (kJ/mol): 0.00

```
! wB97M-V def2-TZVPD RIJCOSX def2/J DEFGRID3
* xyz 0 1
C -2.58790 1.20354 -1.84861
C -2.68164 0.23616 -0.74892
C -1.57668 -0.60823 -0.46265
O -0.50392 -0.56287 -1.37791
C 0.79458 -0.48669 -0.87152
C 1.08682 0.36612 0.18464
C 2.36377 0.53343 0.66298
C 3.43747 -0.15642 0.13717
C 4.82514 0.18166 0.57762
C 5.81409 0.12634 -0.58047
N 4.84655 1.45358 1.23369
C 3.13203 -1.11805 -0.80396
C 1.85796 -1.28637 -1.32310
F 1.61542 -2.27427 -2.25485
C -1.63118 -1.44503 0.66130
C -2.73654 -1.46162 1.49365
C -3.81554 -0.67275 1.18761
C -3.80178 0.18124 0.08575
B -5.28269 0.71606 0.01846
O -5.66659 1.65059 -0.94285
O -6.08179 0.12834 1.07400
C -5.19121 -0.73858 1.79739
H -3.24976 0.87424 -2.65928
H -1.58023 1.27032 -2.23299
H -2.86639 2.21458 -1.51873
H 0.33084 1.03262 0.56213
H 2.53566 1.21425 1.48616
H 5.11848 -0.57628 1.32296
H 6.79420 0.41170 -0.24049
H 5.55630 0.74940 -1.40431
H 5.86688 -0.90386 -0.94770
H 4.47858 2.15764 0.63807
H 5.79902 1.69502 1.47385
H 3.89165 -1.72619 -1.21120
H -0.77252 -2.05250 0.85655
H -2.74265 -2.00424 2.40950
H -6.61432 1.86896 -0.93389
H -5.60274 -1.73585 1.65749
H -5.15939 -0.45600 2.84247
*
```

Löwdin population analysis, charges in e, atoms 1 to 2:
1. C -0.022
2. C -0.148